{
  "formula": "C22H28AsNOPdS2",
  "method": "the ωB97M-V functional and the def2-TZVPD basis",
  "species": ["C", "H", "H", "H", "C", "H", "C", "H", "C", "C", "H", "H", "H", "H", "S", "C", "C", "C", "C", "C", "C", "C", "C", "C", "As", "H", "C", "Pd", "H", "O", "H", "C", "C", "C", "H", "H", "C", "H", "H", "H", "H", "H", "H", "H", "N", "H", "H", "H", "H", "H", "S", "C", "H", "C", "C", "H"],
  "coordinates": [[-3.332, -0.907, 0.138], [1.196, 2.274, -3.262], [5.063, 3.273, 2.422], [1.634, -4.162, -0.024], [1.476, 4.431, -1.260], [4.508, -0.403, 1.124], [0.256, 0.123, 2.318], [5.510, 0.236, -0.328], [-6.895, -2.183, -0.027], [-2.112, -3.375, -1.005], [2.325, 3.780, -1.086], [-3.099, -3.018, -1.251], [-5.631, -0.911, -1.246], [1.446, 5.037, -2.158], [-0.759, 2.612, 0.639], [-1.415, -2.521, -0.117], [0.572, -3.974, -0.298], [6.713, 2.137, 1.716], [-5.660, -1.575, -0.404], [-5.723, -3.367, 1.703], [-6.898, -3.152, 1.002], [-1.445, 4.531, -1.788], [-4.545, -2.656, 1.428], [-2.043, -1.269, 0.186], [-0.076, 3.197, -1.386], [7.502, 2.490, 1.087], [5.170, 0.400, 0.708], [-0.992, 0.266, 0.875], [7.128, 2.207, 2.705], [3.912, 2.390, -0.726], [-7.836, -1.848, -0.511], [-4.514, -1.718, 0.380], [-0.194, -4.925, -0.936], [-0.083, -2.830, 0.183], [-0.447, 1.760, -3.581], [-2.101, 4.393, -2.644], [-1.536, -4.557, -1.398], [0.175, -5.908, -1.167], [7.233, 0.048, 1.169], [0.597, 0.903, -2.299], [-5.704, -3.950, 2.582], [-7.802, -3.673, 1.325], [5.615, 3.872, 0.834], [1.225, 5.000, -0.370], [0.873, -0.066, 3.296], [-2.076, -5.294, -2.059], [-1.003, 5.518, -1.840], [6.153, 0.148, 2.536], [-3.635, -2.921, 1.989], [0.485, -2.111, 0.747], [4.167, 1.931, 0.704], [5.507, 2.997, 1.503], [-3.480, 0.180, 0.039], [0.329, 1.850, -2.813], [6.375, 0.606, 1.560], [-2.111, 4.683, -0.917]],
  "orbital_gap_ev": [2.27, 2.25],
  "e_lumo_ev": [3.973, 3.973],
  "total_energy_ev": -112788.507,
  "total_charge": -2,
  "relative_energy_kj_mol": 308.79
}